[1]
Density functional theory data (the ωB97M-V functional and the def2-TZVPD basis) for a molecular structure, C22H10CdF10N3O3STe.

Output
LUMO (spin up / spin down) = -0.60 / 0.95 eV
HOMO (spin up / spin down) = -0.216 / -0.216 Eh
Strongest force on any atom = 1.781 eV Å⁻¹
Gap between HOMO and LUMO (spin up / spin down) = 5.291 / 6.831 eV
Molar mass = 826.4 Da

```
! RIJCOSX wB97M-V def2-TZVPD def2/J DEFGRID3
* xyz -1 1
Cd -1.06 0.28 0.69
O 2.85 5.87 -1.28
C 1.61 5.83 -1.25
O 0.74 6.67 -1.57
C 1.03 4.51 -0.70
C -0.31 4.43 -0.33
C -0.77 3.23 0.19
N 0.03 2.17 0.31
C 1.31 2.22 -0.04
C 1.85 3.40 -0.54
C 2.07 0.95 0.18
C 3.35 0.76 -0.30
C 3.98 -0.45 -0.09
C 3.30 -1.46 0.59
C 2.02 -1.19 1.03
N 1.43 -0.01 0.85
C -2.16 2.98 0.73
C -3.29 3.65 0.09
C -4.58 3.54 0.42
C -5.22 2.75 1.47
C -5.08 1.47 1.76
N -2.19 2.19 1.72
H -0.93 5.30 -0.46
H 2.89 3.50 -0.82
H 3.85 1.55 -0.85
H 4.98 -0.62 -0.46
H 3.75 -2.43 0.75
H 1.43 -1.94 1.55
H -3.02 4.29 -0.74
H -5.26 4.18 -0.13
H -5.99 3.26 2.03
H -5.65 0.97 2.54
F -0.12 -0.40 -1.42
Te -2.11 -1.61 -1.35
F -2.87 -3.42 -1.38
F -3.99 -1.28 -1.30
F -4.30 0.63 1.09
F -2.41 0.55 -1.12
O -1.78 -1.71 0.46
F 2.79 -7.46 1.24
C 2.27 -6.45 0.55
C 0.93 -6.12 0.71
F 0.18 -6.83 1.55
C 0.39 -5.07 -0.01
F -0.87 -4.75 0.21
C 1.15 -4.35 -0.95
S 0.49 -3.16 -1.97
C 2.52 -4.70 -1.05
F 3.32 -4.02 -1.87
C 3.07 -5.72 -0.31
F 4.37 -6.02 -0.41
*
```

=====

[2]
Density functional theory data (the ωB97M-V functional and the def2-TZVPD basis) for a molecular structure, C22H12F11IN2O10S2W.

Output
LUMO (spin up / spin down) = 3.27 / 3.27 eV
Energy above the lowest of the compared OMol25 structures with the same formula, charge and spin = 2056.5 kJ/mol
HOMO (spin up / spin down) = -0.020 / -0.054 Eh
Strongest force on any atom = 15.742 eV Å⁻¹
Gap between HOMO and LUMO (spin up / spin down) = 3.814 / 4.740 eV
Molar mass = 1048.2 Da

```
! RIJCOSX wB97M-V def2-TZVPD def2/J DEFGRID3
* xyz -2 3
W 0.97 -0.51 -0.31
F -0.57 -3.77 -2.55
C -0.13 -3.92 -1.26
F 0.89 -4.82 -1.32
F -1.15 -4.52 -0.58
S 0.37 -2.31 -0.52
O -0.81 -1.46 -0.71
O 0.68 -2.61 0.88
N 1.59 -2.03 -1.49
S 2.98 -1.56 -0.86
O 3.00 -0.32 -0.09
O 4.04 -1.59 -1.88
C 3.43 -2.92 0.31
F 4.77 -3.20 0.24
F 2.81 -4.10 0.02
F 3.19 -2.63 1.62
C -2.74 -1.75 4.72
C -1.87 -1.46 3.53
C -2.41 -0.92 2.35
C -1.55 -0.67 1.29
N -0.23 -0.91 1.32
C 0.27 -1.43 2.46
C -0.50 -1.71 3.58
H -3.79 -1.50 4.52
H -2.41 -1.17 5.58
H -2.69 -2.82 4.96
H -3.47 -0.71 2.26
H -1.93 -0.26 0.36
H 1.34 -1.61 2.46
H -0.04 -2.13 4.47
O 2.10 1.56 1.58
C 2.22 0.47 2.11
O 1.80 -0.64 1.48
H 2.68 0.40 3.09
I 0.23 8.33 1.36
C 0.01 6.28 1.14
C -1.17 5.66 1.55
C -1.31 4.27 1.40
C -0.28 3.50 0.84
C 0.89 4.14 0.43
C 1.04 5.53 0.58
C -0.44 2.00 0.68
O -1.54 1.49 1.07
O 0.53 1.36 0.17
H -1.98 6.22 1.99
H -2.23 3.78 1.72
H 1.70 3.55 0.00
H 1.97 5.99 0.26
F -2.17 -0.02 -7.07
C -1.60 -0.11 -5.85
C -2.39 -0.32 -4.74
F -3.72 -0.44 -4.87
C -1.80 -0.41 -3.47
F -2.62 -0.62 -2.43
C -0.40 -0.30 -3.26
O 0.14 -0.38 -2.10
C 0.35 -0.08 -4.45
F 1.69 0.05 -4.38
C -0.24 0.01 -5.71
F 0.53 0.22 -6.79
O 1.97 -0.17 -1.68
*
```

=====

[3]
Density functional theory data (the ωB97M-V functional and the def2-TZVPD basis) for 2 unconnected molecules or ions with the total composition C22H12N5O5.

Output
LUMO = 0.14 eV
Energy above the lowest of the compared OMol25 structures with the same formula, charge and spin = 0.0 kJ/mol
HOMO = -0.139 Eh
Strongest force on any atom = 3.020 eV Å⁻¹
Gap between HOMO and LUMO = 3.925 eV
Molar mass = 426.4 Da

```
! RIJCOSX wB97M-V def2-TZVPD def2/J DEFGRID3
* xyz -1 1
N -2.61 -6.37 4.39
C -2.24 -5.29 4.12
C -1.76 -3.98 3.78
C -0.42 -3.65 3.58
C -0.02 -2.30 3.35
N 1.35 -1.96 3.59
O 2.14 -2.88 3.91
O 1.69 -0.77 3.51
C -0.98 -1.27 3.19
C -2.30 -1.61 3.46
N -3.36 -0.77 3.83
O -3.50 0.43 3.91
O -4.40 -1.66 4.30
N -4.00 -3.01 4.22
C -2.74 -2.93 3.73
H 0.36 -4.41 3.69
H -0.69 -0.25 3.02
C 2.89 -0.95 -3.17
C 3.03 0.38 -2.75
C 2.13 0.92 -1.84
C 1.00 0.15 -1.41
C -0.05 0.77 -0.66
C -0.30 2.22 -0.70
O -0.85 2.79 0.25
C 0.04 3.01 -1.96
C -0.08 2.45 -3.24
C 0.31 3.17 -4.37
C 0.73 4.50 -4.23
C 0.79 5.08 -2.96
C 0.41 4.36 -1.83
C -1.08 0.06 -0.05
N -1.99 -0.52 0.43
C 0.90 -1.20 -1.82
C 1.83 -1.73 -2.71
H 3.61 -1.36 -3.88
H 3.84 1.00 -3.13
H 2.25 1.94 -1.49
H -0.49 1.45 -3.36
H 0.28 2.70 -5.35
H 1.01 5.07 -5.12
H 1.12 6.11 -2.85
H 0.39 4.83 -0.85
H 0.04 -1.80 -1.48
H 1.72 -2.75 -3.05
*
```

=====

E_tot? In order: -83456.40601; -107931.25204; -40689.81107 eV.